[1]
Molecular formula: C20H29BrN5O13P
Method: DFT, wB97M-V/def2-TZVPD

Results
* E_LUMO: -1.0 eV
* electronic energy: -4946.43183 a.u.
* E_HOMO: -9.2 eV
* frontier orbital gap: 8.3 eV
* structure (SMILES): CCOCc1cc(CCC(N)=O)c2c(c1)C(=O)C=C(P(O)Br)C2=O.C[N+](=O)[O-].C[N+](=O)[O-].C[N+](=O)[O-].C[N+](=O)[O-]

Geometry as XYZ:
```
69
Properties=species:S:1:pos:R:3:forces:R:3:nbo_charge:R:1
C 1.140831 -3.422852 -0.511392 -0.28 0.30 -0.31 -0.658
C 1.860719 -2.626954 -1.609945 -0.37 -0.54 -0.05 -0.069
O 3.270971 -2.535744 -1.451837 -0.10 0.18 0.07 -0.522
C 3.672212 -2.017775 -0.206676 0.39 0.23 -0.06 -0.089
C 3.205323 -0.611667 0.082204 -0.32 0.42 0.35 -0.041
C 3.037529 0.330731 -0.930534 0.07 -0.07 0.32 -0.197
C 2.641420 1.652065 -0.683797 0.42 -0.29 0.35 0.042
C 2.468563 2.582491 -1.855378 -0.64 -0.16 -0.13 -0.429
C 1.373161 2.040689 -2.791327 0.31 0.12 0.44 -0.523
C 0.814893 3.090310 -3.721005 -0.06 -0.30 -0.49 0.695
N -0.233277 2.653209 -4.595856 0.19 -0.50 0.53 -0.857
O 1.198168 4.222481 -3.741335 -0.04 0.49 0.19 -0.535
C 2.412018 2.016768 0.650508 -0.07 -0.19 -0.09 -0.067
C 2.569337 1.076989 1.687451 0.16 -0.20 -0.73 -0.141
C 2.967128 -0.224414 1.406255 -0.03 0.30 -0.22 -0.126
C 2.296131 1.488809 3.087139 -0.02 0.12 -0.07 0.529
O 2.894265 1.034665 4.033052 -0.08 -0.34 0.34 -0.516
C 1.243140 2.524301 3.233774 -0.23 0.44 -0.29 -0.235
C 1.091706 3.430877 2.264975 -0.25 -0.48 -0.24 -0.418
P -0.119203 4.790005 2.351657 0.06 0.67 0.40 1.131
O -1.028243 4.260700 3.592938 0.02 -0.21 -0.22 -0.974
Br -1.429394 4.268019 0.593955 0.17 -0.20 -0.08 -0.283
C 1.996961 3.387630 1.073766 0.08 -0.48 0.26 0.523
O 2.389483 4.409650 0.573177 -0.04 0.45 -0.34 -0.501
H 1.820213 -4.038236 0.069894 0.10 -0.04 0.04 0.214
H 0.412760 -4.089460 -0.969267 -0.03 -0.06 0.01 0.231
H 0.577954 -2.753161 0.137270 0.15 -0.03 0.26 0.209
H 1.710824 -3.140636 -2.559387 0.24 -0.01 -0.08 0.176
H 1.393048 -1.645271 -1.719080 0.13 0.15 0.11 0.175
H 4.764264 -1.997235 -0.222545 0.03 -0.11 -0.13 0.207
H 3.399200 -2.679009 0.617697 -0.18 -0.01 0.07 0.177
H 3.237254 0.015857 -1.948078 -0.03 0.02 -0.05 0.221
H 3.405495 2.693938 -2.396976 0.10 0.09 0.01 0.227
H 2.141781 3.562291 -1.530290 0.23 0.13 0.03 0.257
H 0.539341 1.708426 -2.168465 -0.10 -0.15 -0.05 0.243
H 1.717338 1.165639 -3.344717 -0.09 -0.04 -0.16 0.220
H -1.126739 2.878999 -4.165299 -0.03 0.36 -0.33 0.383
H -0.206060 1.637605 -4.632651 -0.15 0.01 -0.02 0.358
H 3.074222 -0.920786 2.228988 0.05 -0.06 -0.04 0.218
H 0.618449 2.536651 4.114289 0.29 -0.08 0.25 0.245
H -1.252130 3.320122 3.505501 -0.12 0.07 0.20 0.494
C 0.734635 -0.407687 6.617609 -0.02 -0.11 0.14 -0.484
N -0.560136 -0.011260 5.998050 0.11 -0.04 0.06 0.543
O -1.585062 -0.426932 6.486384 -0.02 0.00 -0.01 -0.357
O -0.490379 0.715225 5.025323 -0.14 0.04 -0.09 -0.413
H 0.523196 -1.049114 7.464457 -0.05 0.00 -0.01 0.229
H 1.312597 -0.923543 5.857106 0.04 0.10 -0.04 0.243
H 1.240037 0.503762 6.921106 0.04 0.02 -0.10 0.243
C -2.988497 0.533230 0.158800 0.06 0.12 0.14 -0.490
N -1.710180 0.173228 -0.511140 0.02 0.09 0.05 0.538
O -0.710394 0.793493 -0.205659 0.07 -0.04 0.02 -0.390
O -1.749066 -0.715151 -1.335495 0.03 -0.07 -0.08 -0.384
H -2.794168 1.337896 0.857807 0.04 0.00 -0.02 0.236
H -3.685076 0.840772 -0.613664 -0.04 -0.08 -0.03 0.253
H -3.347356 -0.356548 0.667210 -0.03 -0.03 -0.07 0.231
C -7.479415 -0.801266 -0.038800 -0.05 -0.02 0.14 -0.484
N -6.394188 0.195802 -0.245914 -0.08 0.03 0.03 0.536
O -6.029739 0.850033 0.709841 0.02 -0.04 -0.01 -0.376
O -5.942896 0.289823 -1.367944 0.02 0.00 -0.03 -0.379
H -7.777114 -0.768796 1.002038 0.03 0.03 0.01 0.234
H -8.298397 -0.527229 -0.696330 0.03 -0.03 -0.06 0.239
H -7.079679 -1.773649 -0.309754 -0.01 0.01 -0.08 0.239
C -0.335494 -4.789570 -4.913858 -0.10 0.09 -0.07 -0.485
N -0.606295 -5.115601 -3.486453 -0.02 0.03 0.00 0.533
O -1.596933 -4.640924 -2.973573 0.00 0.01 0.01 -0.368
O 0.194663 -5.836554 -2.929206 0.03 -0.02 0.00 -0.380
H -1.126518 -4.141694 -5.271302 -0.02 0.00 0.04 0.231
H 0.631372 -4.297322 -4.955044 0.04 -0.07 0.00 0.236
H -0.310572 -5.727135 -5.460244 0.07 -0.02 0.02 0.236
```
Forces are in eV/Å.

[2]
Molecular formula: C30H36As2N8Yb
Method: DFT, wB97M-V/def2-TZVPD

Results
* net charge: +3
* spin multiplicity: 2
* E_LUMO (spin up / spin down): -9.2 / -9.7 eV
* electronic energy: -7232.19712 a.u.
* E_HOMO (spin up / spin down): -16.0 / -16.0 eV
* frontier orbital gap (spin up / spin down): 6.8 / 6.3 eV

Geometry as XYZ:
```
77
Properties=species:S:1:pos:R:3:forces:R:3:mulliken_spin:R:1
Yb 0.344578 1.107298 -0.770312 -1.06 0.20 -0.52 0.996
C -4.294515 1.602344 -0.575397 -0.37 0.63 1.72 0.000
C -2.979176 1.690043 -0.911680 1.17 0.47 -0.90 0.000
N -1.995537 1.597287 -0.019575 0.65 -0.32 -0.26 -0.001
C -2.327759 1.298943 1.215181 0.32 -1.36 1.15 -0.001
C -3.686023 1.174667 1.603529 1.05 0.51 -0.67 0.000
N -4.633824 1.459191 0.740460 -0.43 -0.75 -1.31 0.000
C -1.194154 0.798721 2.067662 -1.27 0.64 0.36 0.001
C -1.396991 0.593412 3.420711 0.06 0.19 -0.35 0.000
C -0.315786 0.165142 4.177605 -0.46 0.23 0.57 0.000
C 0.850003 -0.186968 3.498086 -0.36 -0.09 1.31 -0.001
C 0.934617 -0.041634 2.161505 1.92 0.11 -2.70 0.001
N -0.041222 0.539299 1.457842 -0.30 -0.11 -0.57 -0.003
C 2.154657 -0.449941 1.269881 -0.77 0.58 1.72 -0.001
C 3.299689 -0.933891 1.819188 1.25 -1.53 -0.09 0.000
N 4.375409 -1.298827 1.041253 -0.47 0.01 2.58 0.000
C 4.305381 -1.216544 -0.238545 -2.24 1.08 0.17 0.000
C 3.102922 -0.686982 -0.785973 1.88 -0.74 -3.40 -0.001
N 2.113461 -0.289445 -0.078342 -2.05 0.86 1.51 0.000
C -0.405683 0.050572 5.661326 -1.97 -1.85 -2.19 0.000
C -1.433069 -0.767688 6.179669 2.17 1.73 2.33 0.000
C -1.390662 -0.890171 7.560774 0.46 0.00 1.46 0.000
N -0.468794 -0.324595 8.402015 -1.04 -0.45 -1.50 0.000
C 0.459271 0.402663 7.819341 0.48 0.62 2.58 0.000
C 0.515701 0.589140 6.462043 2.23 1.24 0.31 0.000
H -5.065566 1.747132 -1.310368 -0.36 -0.08 0.02 0.000
H -2.561557 1.861230 -1.895163 -0.79 0.05 -0.46 0.000
H -3.948101 0.820059 2.591940 -0.27 0.31 0.01 0.000
H -2.367620 0.849219 3.829064 0.32 -0.09 0.36 0.000
H 1.603538 -0.583933 4.123428 1.00 -0.44 0.18 0.000
H 3.371102 -1.219911 2.880027 0.14 0.52 -0.54 0.000
H 5.148963 -1.506594 -0.780584 1.03 -0.41 -1.15 0.000
H 2.963492 -0.608274 -1.905506 0.37 -0.07 1.24 0.000
H -2.132126 -1.276290 5.622855 -1.47 -0.92 -1.28 0.000
H -2.074648 -1.464400 8.162860 -0.53 -0.36 -0.51 0.000
H 1.135551 0.892859 8.578620 -0.37 -0.48 -1.37 0.000
H 1.350808 1.150642 6.067240 -0.03 0.22 -0.15 0.000
C -0.402365 -2.765222 0.513584 0.55 -1.49 -0.97 0.001
As -0.748590 -1.650408 -1.019669 -0.63 1.09 -0.31 0.004
C -2.680093 -1.826712 -1.297613 -0.59 -0.78 1.06 0.000
C -0.016958 -2.492044 -2.618700 -1.18 -1.71 0.16 -0.001
C -0.264635 -3.880348 -2.761551 0.88 1.49 0.61 0.000
C 0.215990 -4.574251 -3.860328 -1.10 -1.07 1.18 0.000
C 0.854537 -3.928206 -4.856190 1.52 2.00 -2.09 0.000
C 1.007080 -2.511748 -4.800921 -0.64 -0.19 -0.01 0.000
C 0.502889 -1.803512 -3.707174 0.51 0.14 -0.13 0.001
As 0.193628 0.108084 -3.710023 -0.04 0.24 -0.20 0.002
C 1.388837 1.030621 -5.015501 -0.85 -0.86 0.63 0.000
C -1.624480 0.152890 -4.571282 0.13 2.65 1.02 0.000
H 0.015075 -2.219023 1.345790 -0.11 0.08 0.16 0.000
H 0.338558 -3.508733 0.148665 -0.25 0.36 0.50 0.000
H -1.291579 -3.339763 0.777220 0.03 0.24 0.17 0.000
H -3.000157 -2.870573 -1.520393 0.46 0.78 -0.32 0.000
H -3.001480 -1.100001 -2.016810 -0.10 0.01 -0.86 0.000
H -3.284173 -1.576941 -0.405506 0.67 0.02 0.05 0.000
H -0.774276 -4.348195 -1.939059 -0.11 -0.60 0.01 0.000
H 0.031650 -5.638176 -3.922514 0.05 -0.04 -0.05 0.000
H 1.231657 -4.460652 -5.751497 -0.28 0.34 0.75 0.000
H 1.394267 -1.901807 -5.623620 0.04 -0.69 0.07 0.000
H 2.415551 0.973684 -4.688777 0.27 0.04 0.19 0.000
H 1.008564 2.039972 -4.926523 0.19 0.36 -0.52 0.000
H 1.313008 0.625969 -6.022044 -0.20 0.18 -0.01 0.000
H -1.978907 -0.826065 -4.750486 -0.51 -1.00 0.15 0.000
H -1.532401 0.664144 -5.514239 0.35 -0.01 -0.62 0.000
H -2.353085 0.861929 -4.034394 0.97 -1.52 -0.34 0.000
N 0.314310 3.246609 -2.068308 -1.82 0.35 0.04 0.000
C 1.582684 3.884447 -1.956705 2.16 -0.14 2.76 0.000
C 1.936896 4.084054 -0.450184 -0.74 -0.44 -1.98 0.000
N 1.741018 2.827026 0.299778 -1.14 1.12 1.75 0.000
H 0.172465 3.109394 -3.052336 -0.39 -0.32 -0.63 0.000
H -0.392441 3.970887 -1.837237 0.19 -0.70 0.06 0.000
H 1.684973 4.850809 -2.353199 -0.29 1.30 -1.08 0.000
H 2.353189 3.286333 -2.386911 0.55 -0.68 -0.63 0.000
H 1.209457 4.775279 -0.117028 -0.49 1.00 0.75 0.000
H 2.932632 4.496220 -0.396630 0.25 0.10 0.38 0.000
H 1.544025 3.109436 1.306450 -0.15 -0.54 -1.50 0.000
H 2.646340 2.480854 0.419238 1.93 -1.22 0.12 0.000
```
Forces are in eV/Å.